#i
DFT (the ωB97M-V functional and the def2-TZVPD basis) results for a 14-piece molecular cluster, C42H119N7O14 overall.

Bonds (Å) are listed after each position.
Atoms and positions in Å:
1 C 4.3340 -3.6508 -1.7806  C2 1.532, H7 1.074, H8 1.062, H9 1.089
2 C 3.3022 -3.9635 -2.8691  C1 1.532, C3 1.512, N6 1.428, H10 1.125
3 C 3.3860 -3.0563 -4.0757  C2 1.512, O4 1.427, H11 1.129, H12 1.088
4 O 3.0080 -1.7408 -3.6729  C3 1.427, C5 1.395
5 C 2.9207 -0.8653 -4.7555  O4 1.395, H13 1.085, H14 1.112, H15 1.106
6 N 3.3343 -5.3515 -3.2012  C2 1.428, H16 1.023, H17 1.002
7 H 4.5669 -4.4970 -1.1607  C1 1.074
8 H 4.0140 -2.8696 -1.1356  C1 1.062
9 H 5.2775 -3.3948 -2.2598  C1 1.089
10 H 2.3490 -3.6325 -2.3713  C2 1.125
11 H 2.6999 -3.3112 -4.9354  C3 1.129
12 H 4.4026 -2.9350 -4.4442  C3 1.088
13 H 2.0607 -1.1119 -5.3696  C5 1.085
14 H 3.7935 -0.9197 -5.4423  C5 1.112
15 H 2.7121 0.1600 -4.3962  C5 1.106
16 H 2.5522 -5.5202 -3.8393  N6 1.023
17 H 3.2773 -6.0130 -2.4509  N6 1.002
18 C 4.9617 -0.0947 -0.3476  C19 1.507, H24 1.075, H25 1.105, H26 1.075
19 C 5.2534 0.2768 -1.7789  C18 1.507, C20 1.506, N23 1.443, H27 1.099
20 C 4.4548 1.4570 -2.2652  C19 1.506, O21 1.440, H28 1.137, H29 1.099
21 O 4.9436 2.6542 -1.6308  C20 1.440, C22 1.423
22 C 4.2853 3.8460 -2.0441  O21 1.423, H30 1.088, H31 1.082, H32 1.048
23 N 6.6789 0.3762 -1.9766  C19 1.443, H33 1.010, H34 1.029
24 H 5.3101 0.6918 0.2979  C18 1.075
25 H 5.4355 -1.0442 -0.0386  C18 1.105
26 H 3.9141 -0.1628 -0.1184  C18 1.075
27 H 4.9551 -0.5688 -2.4142  C19 1.099
28 H 3.3303 1.3383 -2.1435  C20 1.137
29 H 4.6941 1.6345 -3.3232  C20 1.099
30 H 3.2538 3.9152 -1.7047  C22 1.088
31 H 4.2859 3.8869 -3.1254  C22 1.082
32 H 4.7974 4.6614 -1.6311  C22 1.048
33 H 7.0699 1.1826 -1.5104  N23 1.010
34 H 6.8884 0.5253 -2.9733  N23 1.029
35 C -3.0000 -5.5142 -0.9794  C36 1.513, H41 1.087, H42 1.095, H43 1.105
36 C -1.6065 -6.0474 -1.2330  C35 1.513, C37 1.529, N40 1.462, H44 1.090
37 C -0.7975 -4.9920 -1.9885  C36 1.529, O38 1.446, H45 1.078, H46 1.066
38 O -1.2837 -4.7514 -3.3293  C37 1.446, C39 1.414
39 C -0.5054 -3.8347 -4.0731  O38 1.414, H47 1.098, H48 1.098, H49 1.094
40 N -0.9207 -6.3785 0.0156  C36 1.462, H50 1.001, H51 1.007
41 H -3.0290 -4.6474 -0.3235  C35 1.087
42 H -3.7402 -6.1800 -0.5229  C35 1.095
43 H -3.3748 -5.2245 -1.9775  C35 1.105
44 H -1.6155 -6.9747 -1.8064  C36 1.090
45 H 0.2414 -5.2803 -1.9797  C37 1.078
46 H -0.9934 -4.1139 -1.4157  C37 1.066
47 H -0.5121 -2.8147 -3.6656  C39 1.098
48 H -0.8791 -3.8549 -5.1058  C39 1.098
49 H 0.5419 -4.1515 -4.0949  C39 1.094
50 H -0.0221 -6.7829 -0.1605  N40 1.001
51 H -0.7751 -5.5467 0.5650  N40 1.007
52 C -2.6803 2.8502 -5.2738  C53 1.538, H58 1.124, H59 1.099, H60 1.103
53 C -3.6475 3.2872 -4.1605  C52 1.538, C54 1.495, N57 1.481, H61 1.116
54 C -3.6534 4.7811 -4.0950  C53 1.495, O55 1.426, H62 1.098, H63 1.069
55 O -2.3642 5.3279 -3.8253  C54 1.426, C56 1.424
56 C -2.4139 6.7289 -3.5747  O55 1.424, H64 1.098, H65 1.089, H66 1.076
57 N -4.9769 2.7436 -4.5237  C53 1.481, H67 1.024, H68 1.013
58 H -1.6790 3.3600 -5.2478  C52 1.124
59 H -3.1682 3.0374 -6.2404  C52 1.099
60 H -2.5192 1.7670 -5.1439  C52 1.103
61 H -3.3355 2.8215 -3.1958  C53 1.116
62 H -4.3386 5.0770 -3.2895  C54 1.098
63 H -4.1035 5.1298 -4.9993  C54 1.069
64 H -1.4666 6.9888 -3.0837  C56 1.098
65 H -3.2785 6.8849 -2.9320  C56 1.089
66 H -2.4894 7.3098 -4.4774  C56 1.076
67 H -5.3631 3.1936 -5.3585  N57 1.024
68 H -5.6544 2.8365 -3.7758  N57 1.013
69 C -5.3290 0.6183 0.7542  C70 1.467, H75 1.104, H76 1.123, H77 1.084
70 C -4.4302 0.5404 1.9107  C69 1.467, C71 1.483, N74 1.478, H78 1.092
71 C -4.7615 1.5625 2.9326  C70 1.483, O72 1.455, H79 1.136, H80 1.118
72 O -4.3162 2.8614 2.4519  C71 1.455, C73 1.396
73 C -4.6434 3.8837 3.3446  O72 1.396, H81 1.112, H82 1.110, H83 1.110
74 N -4.5166 -0.8203 2.4800  C70 1.478, H84 1.018, H85 1.009
75 H -6.3701 0.3319 0.9864  C69 1.104
76 H -5.1008 -0.0705 -0.1028  C69 1.123
77 H -5.3551 1.5920 0.2774  C69 1.084
78 H -3.3937 0.6777 1.5973  C70 1.092
79 H -4.2332 1.2901 3.9002  C71 1.136
80 H -5.8592 1.5500 3.1453  C71 1.118
81 H -4.0563 3.8946 4.2894  C73 1.112
82 H -5.7142 3.9186 3.6354  C73 1.110
83 H -4.3785 4.8465 2.8598  C73 1.110
84 H -5.4864 -0.9749 2.7492  N74 1.018
85 H -4.2846 -1.4824 1.7545  N74 1.009
86 C 1.2462 -1.8160 -0.0491  C87 1.536, H92 1.086, H93 1.090, H94 1.108
87 C 0.9837 -0.9535 1.1943  C86 1.536, C88 1.522, N91 1.467, H95 1.095
88 C 0.6481 0.4397 0.6809  C87 1.522, O89 1.450, H96 1.120, H97 1.095
89 O -0.6837 0.4009 0.1095  C88 1.450, C90 1.426
90 C -1.2637 1.6941 -0.0441  O89 1.426, H98 1.115, H99 1.087, H100 1.101
91 N -0.0499 -1.5705 2.0323  C87 1.467, H101 1.043, H102 1.001
92 H 0.4271 -1.8247 -0.7626  C86 1.086
93 H 1.3264 -2.8655 0.2332  C86 1.090
94 H 2.1917 -1.5389 -0.5552  C86 1.108
95 H 1.8528 -0.8701 1.8549  C87 1.095
96 H 1.4033 0.7054 -0.1018  C88 1.120
97 H 0.6402 1.1669 1.5001  C88 1.095
98 H -0.7452 2.3208 -0.8069  C90 1.115
99 H -1.1892 2.2946 0.8594  C90 1.087
100 H -2.3414 1.6022 -0.2527  C90 1.101
101 H -0.9669 -1.4118 1.5625  N91 1.043
102 H -0.0537 -1.0898 2.9104  N91 1.001
103 C -3.6276 -2.7425 -3.3190  C104 1.531, H109 1.128, H110 1.087, H111 1.075
104 C -3.9563 -1.2493 -3.4039  C103 1.531, C105 1.576, N108 1.457, H112 1.103
105 C -2.8330 -0.3665 -2.7386  C104 1.576, O106 1.394, H113 1.089, H114 1.140
106 O -1.7185 -0.3361 -3.5746  C105 1.394, C107 1.385
107 C -0.6686 0.4870 -3.2027  O106 1.385, H115 1.127, H116 1.125, H117 1.088
108 N -4.3980 -0.8362 -4.7294  C104 1.457, H118 1.017, H119 1.008
109 H -4.5750 -3.3446 -3.4344  C103 1.128
110 H -3.2990 -2.9364 -2.3011  C103 1.087
111 H -2.9270 -3.0725 -4.0641  C103 1.075
112 H -4.8847 -1.1516 -2.8165  C104 1.103
113 H -2.5847 -0.7910 -1.7673  C105 1.089
114 H -3.2748 0.6800 -2.6475  C105 1.140
115 H -0.1198 0.0801 -2.3063  C107 1.127
116 H -1.0273 1.5457 -3.0737  C107 1.125
117 H -0.0061 0.4286 -4.0640  C107 1.088
118 H -3.6757 -0.9581 -5.4346  N108 1.017
119 H -4.6865 0.1301 -4.7243  N108 1.008
120 C 3.7642 3.6867 1.6935  C121 1.526, H123 1.068, H124 1.132, H125 1.092
121 C 2.7747 4.6982 1.1213  C120 1.526, O122 1.422, H126 1.122, H127 1.093
122 O 1.7600 3.9896 0.4212  C121 1.422, H128 0.962
123 H 4.4070 3.3322 0.9181  C120 1.068
124 H 3.1666 2.8275 2.1259  C120 1.132
125 H 4.2861 4.0786 2.5686  C120 1.092
126 H 3.1772 5.4655 0.4080  C121 1.122
127 H 2.3791 5.2235 1.9941  C121 1.093
128 H 1.6105 3.1375 0.8413  O122 0.962
129 C -1.8083 -1.2482 5.1949  C130 1.554, H132 1.094, H133 1.104, H134 1.080
130 C -3.1685 -1.6820 5.8089  C129 1.554, O131 1.386, H135 1.117, H136 1.095
131 O -4.2589 -0.8950 5.4721  C130 1.386, H137 0.982
132 H -1.0648 -2.0488 5.2458  C129 1.094
133 H -1.3862 -0.3026 5.5784  C129 1.104
134 H -2.0706 -1.0570 4.1647  C129 1.080
135 H -3.0323 -1.6515 6.9168  C130 1.117
136 H -3.3145 -2.7293 5.5224  C130 1.095
137 H -4.2760 -0.9201 4.4909  O131 0.982
138 C 2.2066 -5.0041 2.0536  C139 1.523, H141 1.098, H142 1.068, H143 1.092
139 C 1.0445 -4.9185 3.0349  C138 1.523, O140 1.404, H144 1.111, H145 1.080
140 O -0.1009 -4.3912 2.4166  C139 1.404, H146 0.964
141 H 1.8726 -5.5188 1.1429  C138 1.098
142 H 2.9771 -5.5898 2.5045  C138 1.068
143 H 2.5959 -4.0117 1.8180  C138 1.092
144 H 1.3216 -4.3671 3.9586  C139 1.111
145 H 0.7825 -5.9418 3.2607  C139 1.080
146 H -0.0284 -3.4383 2.2863  O140 0.964
147 C 2.7949 -0.5015 6.8464  C148 1.493, H150 1.090, H151 1.102, H152 1.110
148 C 1.5775 -0.5714 5.9854  C147 1.493, O149 1.449, H153 1.074, H154 1.130
149 O 1.7913 -0.8182 4.5736  C148 1.449, H155 0.964
150 H 2.3451 -0.2700 7.8122  C147 1.090
151 H 3.5632 0.2591 6.6318  C147 1.102
152 H 3.2008 -1.5324 6.7844  C147 1.110
153 H 0.9822 0.3222 6.0021  C148 1.074
154 H 0.9489 -1.4034 6.4212  C148 1.130
155 H 2.3572 -1.5913 4.4679  O149 0.964
156 C -3.2779 6.0820 0.0709  C157 1.516, H159 1.097, H160 1.082, H161 1.105
157 C -1.8502 5.8123 -0.3624  C156 1.516, O158 1.441, H162 1.086, H163 1.108
158 O -1.2372 4.9160 0.5844  C157 1.441, H164 0.986
159 H -3.8612 5.1547 0.1372  C156 1.097
160 H -3.7611 6.8134 -0.5640  C156 1.082
161 H -3.2477 6.6158 1.0379  C156 1.105
162 H -1.2102 6.6868 -0.4312  C157 1.086
163 H -1.8899 5.3062 -1.3471  C157 1.108
164 H -0.2782 5.1447 0.5768  O158 0.986
165 C 6.3659 -2.1107 3.6696  C166 1.515, H168 1.120, H169 1.081, H170 1.093
166 C 5.0498 -1.8753 2.9577  C165 1.515, O167 1.396, H171 1.074, H172 1.094
167 O 4.0273 -2.5278 3.6483  C166 1.396, H173 0.939
168 H 7.0647 -1.2991 3.3430  C165 1.120
169 H 6.7441 -3.0783 3.3716  C165 1.081
170 H 6.1714 -2.0185 4.7407  C165 1.093
171 H 5.1020 -2.1831 1.9301  C166 1.074
172 H 4.8125 -0.8074 2.9553  C166 1.094
173 H 3.8840 -3.2844 3.1106  O167 0.939
174 C -0.4536 2.2577 3.9322  C175 1.469, H177 1.122, H178 1.090, H179 1.106
175 C 0.5870 3.1043 3.3333  C174 1.469, O176 1.443, H180 1.075, H181 1.085
176 O 0.4869 4.4894 3.7241  C175 1.443, H182 0.957
177 H -0.3538 2.4987 5.0232  C174 1.122
178 H -0.2639 1.2274 3.6309  C174 1.090
179 H -1.5157 2.4677 3.7070  C174 1.106
180 H 0.4157 3.0285 2.2752  C175 1.075
181 H 1.5479 2.6844 3.6101  C175 1.085
182 H -0.2700 4.8694 3.2783  O176 0.957

- gap between HOMO and LUMO (hartree) = 0.341
- HOMO (eV) = -8.76
- LUMO level (Ha) = 0.01931

#ii
DFT (the ωB97M-V functional and the def2-TZVPD basis) results for a 14-piece molecular cluster, C42H119N7O14 overall.

Bonds (Å) are listed after each position.
Atoms and positions in Å:
1 C -18.6375 -21.7217 10.7334  C2 1.518, H7 1.094, H8 1.093, H9 1.087
2 C -17.5549 -22.0074 9.7082  C1 1.518, C3 1.506, N6 1.487, H10 1.099
3 C -16.3582 -22.7311 10.2677  C2 1.506, O4 1.429, H11 1.096, H12 1.100
4 O -15.3300 -22.7404 9.2759  C3 1.429, C5 1.400
5 C -14.1528 -23.3166 9.7684  O4 1.400, H13 1.093, H14 1.096, H15 1.101
6 N -18.0836 -22.8111 8.5739  C2 1.487, H16 1.019, H17 1.039
7 H -18.3069 -20.9636 11.4498  C1 1.094
8 H -18.8653 -22.6493 11.2649  C1 1.093
9 H -19.5516 -21.3027 10.3199  C1 1.087
10 H -17.2215 -21.0301 9.3317  C2 1.099
11 H -16.6005 -23.7381 10.6248  C3 1.096
12 H -15.9253 -22.1976 11.1266  C3 1.100
13 H -13.4998 -23.3002 8.8922  C5 1.093
14 H -14.2609 -24.3332 10.1631  C5 1.096
15 H -13.5942 -22.7780 10.5496  C5 1.101
16 H -17.4511 -22.6547 7.7907  N6 1.019
17 H -18.9764 -22.3987 8.2381  N6 1.039
18 C -8.6601 -23.6249 12.8489  C19 1.543, H24 1.094, H25 1.089, H26 1.093
19 C -10.1076 -23.4117 12.3601  C18 1.543, C20 1.519, N23 1.493, H27 1.097
20 C -10.7580 -24.7218 11.9496  C19 1.519, O21 1.388, H28 1.103, H29 1.095
21 O -10.0348 -25.4466 11.0120  C20 1.388, C22 1.415
22 C -9.9546 -24.7977 9.7568  O21 1.415, H30 1.096, H31 1.092, H32 1.095
23 N -10.9705 -22.7183 13.3623  C19 1.493, H33 1.019, H34 1.014
24 H -7.9586 -23.3499 12.0557  C18 1.094
25 H -8.5345 -24.6492 13.1966  C18 1.089
26 H -8.3938 -22.9164 13.6377  C18 1.093
27 H -10.0805 -22.7610 11.4778  C19 1.097
28 H -11.7587 -24.5004 11.5423  C20 1.103
29 H -11.0101 -25.3084 12.8388  C20 1.095
30 H -10.8145 -24.1463 9.5647  C22 1.096
31 H -9.8757 -25.5182 8.9407  C22 1.092
32 H -9.0233 -24.2214 9.7670  C22 1.095
33 H -11.1738 -23.3340 14.1484  N23 1.019
34 H -10.3296 -22.0020 13.6862  N23 1.014
35 C -20.4061 -27.3130 3.7872  C36 1.531, H41 1.092, H42 1.096, H43 1.092
36 C -21.0506 -26.1169 4.4923  C35 1.531, C37 1.532, N40 1.529, H44 1.092
37 C -20.4931 -24.7924 3.9623  C36 1.532, O38 1.390, H45 1.100, H46 1.088
38 O -19.1115 -24.6482 4.0238  C37 1.390, C39 1.410
39 C -18.6099 -24.5427 5.3379  O38 1.410, H47 1.102, H48 1.086, H49 1.099
40 N -22.5528 -26.1353 4.2072  C36 1.529, H50 1.019, H51 1.013
41 H -20.8611 -28.2500 4.1155  C35 1.092
42 H -19.3274 -27.3540 3.9754  C35 1.096
43 H -20.5498 -27.2590 2.7063  C35 1.092
44 H -21.0149 -26.1547 5.5833  C36 1.092
45 H -20.9458 -24.0199 4.6009  C37 1.100
46 H -20.8568 -24.6048 2.9546  C37 1.088
47 H -19.0696 -23.7160 5.9040  C39 1.102
48 H -17.5449 -24.3477 5.2524  C39 1.086
49 H -18.8571 -25.4500 5.9060  C39 1.099
50 H -22.8074 -26.7617 4.9689  N40 1.019
51 H -22.7373 -26.6622 3.3615  N40 1.013
52 C -15.0788 -19.2518 10.9350  C53 1.530, H58 1.095, H59 1.095, H60 1.098
53 C -16.1068 -18.5107 10.0771  C52 1.530, C54 1.525, N57 1.474, H61 1.091
54 C -15.4095 -17.9262 8.8531  C53 1.525, O55 1.422, H62 1.096, H63 1.097
55 O -14.3845 -17.0399 9.2838  C54 1.422, C56 1.433
56 C -13.8932 -16.1206 8.3004  O55 1.433, H64 1.091, H65 1.095, H66 1.086
57 N -17.1118 -19.5265 9.7141  C53 1.474, H67 1.024, H68 1.020
58 H -14.5845 -20.0632 10.3913  C52 1.095
59 H -15.4806 -19.7148 11.8419  C52 1.095
60 H -14.3117 -18.6004 11.3730  C52 1.098
61 H -16.5245 -17.6773 10.6433  C53 1.091
62 H -16.1477 -17.3757 8.2579  C54 1.096
63 H -14.9076 -18.7023 8.2620  C54 1.097
64 H -12.8621 -16.4367 8.1351  C56 1.091
65 H -13.8072 -15.2137 8.9076  C56 1.095
66 H -14.5116 -15.9356 7.4273  C56 1.086
67 H -17.8810 -19.0552 9.2296  N57 1.024
68 H -16.6930 -20.1498 9.0232  N57 1.020
69 C -23.4836 -20.8286 9.6141  C70 1.531, H75 1.087, H76 1.100, H77 1.089
70 C -23.9919 -20.3201 8.2623  C69 1.531, C71 1.519, N74 1.483, H78 1.104
71 C -24.2074 -21.4470 7.2674  C70 1.519, O72 1.396, H79 1.100, H80 1.100
72 O -22.9973 -22.1151 7.0761  C71 1.396, C73 1.411
73 C -23.0877 -23.4062 6.5145  O72 1.411, H81 1.085, H82 1.092, H83 1.093
74 N -25.2484 -19.5765 8.5227  C70 1.483, H84 1.017, H85 1.021
75 H -23.1737 -20.0590 10.3169  C69 1.087
76 H -22.5540 -21.3916 9.4424  C69 1.100
77 H -24.1797 -21.5866 9.9696  C69 1.089
78 H -23.2097 -19.7040 7.7856  C70 1.104
79 H -24.6227 -21.0035 6.3500  C71 1.100
80 H -24.9807 -22.1436 7.6220  C71 1.100
81 H -22.0770 -23.7885 6.4172  C73 1.085
82 H -23.5339 -23.4142 5.5179  C73 1.092
83 H -23.6447 -24.0404 7.2096  C73 1.093
84 H -24.9516 -18.8080 9.1184  N74 1.017
85 H -25.5576 -19.1665 7.6397  N74 1.021
86 C -11.9769 -19.2871 8.4111  C87 1.561, H92 1.089, H93 1.087, H94 1.087
87 C -10.5625 -19.9434 8.3404  C86 1.561, C88 1.512, N91 1.478, H95 1.092
88 C -10.4829 -21.0199 9.3993  C87 1.512, O89 1.430, H96 1.089, H97 1.099
89 O -9.1549 -21.5234 9.5652  C88 1.430, C90 1.413
90 C -8.2794 -20.6345 10.2281  O89 1.413, H98 1.091, H99 1.098, H100 1.091
91 N -10.4006 -20.5564 7.0054  C87 1.478, H101 1.021, H102 1.030
92 H -12.0758 -19.0175 9.4615  C86 1.089
93 H -12.7219 -19.9990 8.0661  C86 1.087
94 H -11.8804 -18.4072 7.7802  C86 1.087
95 H -9.8745 -19.0965 8.3877  C87 1.092
96 H -11.0777 -21.9025 9.1698  C88 1.089
97 H -10.8482 -20.5932 10.3440  C88 1.099
98 H -7.2411 -20.9356 10.0836  C90 1.091
99 H -8.4774 -20.7348 11.3032  C90 1.098
100 H -8.3481 -19.6003 9.8885  C90 1.091
101 H -10.1432 -19.8768 6.2885  N91 1.021
102 H -9.5200 -21.0888 7.0493  N91 1.030
103 C -13.4173 -27.7092 14.0974  C104 1.530, H109 1.090, H110 1.088, H111 1.092
104 C -13.6451 -26.2493 13.7007  C103 1.530, C105 1.516, N108 1.495, H112 1.088
105 C -14.7640 -26.0630 12.6945  C104 1.516, O106 1.407, H113 1.102, H114 1.099
106 O -16.0330 -26.3154 13.2486  C105 1.407, C107 1.394
107 C -17.0403 -26.0126 12.3343  O106 1.394, H115 1.091, H116 1.096, H117 1.084
108 N -13.9932 -25.5159 14.9560  C104 1.495, H118 1.019, H119 1.019
109 H -12.5788 -27.7098 14.7935  C103 1.090
110 H -13.2418 -28.3714 13.2523  C103 1.088
111 H -14.2816 -28.0647 14.6620  C103 1.092
112 H -12.6850 -25.8035 13.4498  C104 1.088
113 H -14.6754 -26.7271 11.8199  C105 1.102
114 H -14.7164 -25.0457 12.2823  C105 1.099
115 H -16.9140 -26.5828 11.4128  C107 1.091
116 H -16.9916 -24.9482 12.0768  C107 1.096
117 H -18.0040 -26.1751 12.8040  C107 1.084
118 H -14.1857 -24.5629 14.6512  N108 1.019
119 H -14.8976 -25.9116 15.2095  N108 1.019
120 C -19.9642 -18.9381 8.3479  C121 1.540, H123 1.087, H124 1.093, H125 1.092
121 C -20.0720 -19.8831 7.1371  C120 1.540, O122 1.443, H126 1.092, H127 1.098
122 O -20.3144 -21.2330 7.5850  C121 1.443, H128 0.972
123 H -20.8164 -19.0440 9.0145  C120 1.087
124 H -19.8815 -17.9129 7.9768  C120 1.093
125 H -19.0469 -19.2038 8.8778  C120 1.092
126 H -19.1528 -19.8083 6.5525  C121 1.092
127 H -20.9849 -19.5765 6.6103  C121 1.098
128 H -21.2176 -21.4765 7.3228  O122 0.972
129 C -10.2092 -24.6218 5.4343  C130 1.535, H132 1.087, H133 1.099, H134 1.093
130 C -11.5547 -23.9224 5.6704  C129 1.535, O131 1.406, H135 1.100, H136 1.086
131 O -11.4604 -22.5647 5.3164  C130 1.406, H137 0.984
132 H -9.9674 -24.9357 4.4221  C129 1.087
133 H -10.1035 -25.4937 6.0956  C129 1.099
134 H -9.4168 -23.9742 5.8197  C129 1.093
135 H -11.7236 -24.0394 6.7513  C130 1.100
136 H -12.4120 -24.3591 5.1658  C130 1.086
137 H -10.9472 -22.0436 5.9746  O131 0.984
138 C -19.8429 -26.7597 9.0935  C139 1.539, H141 1.092, H142 1.084, H143 1.097
139 C -20.6114 -25.4316 8.9722  C138 1.539, O140 1.421, H144 1.093, H145 1.093
140 O -20.0975 -24.4466 9.8586  C139 1.421, H146 0.986
141 H -20.4111 -27.5200 8.5528  C138 1.092
142 H -19.5985 -27.0153 10.1181  C138 1.084
143 H -18.8771 -26.6000 8.5974  C138 1.097
144 H -21.6413 -25.6133 9.2907  C139 1.093
145 H -20.5656 -25.0699 7.9421  C139 1.093
146 H -19.3014 -24.0390 9.4432  O140 0.986
147 C -15.1474 -20.9247 5.7613  C148 1.501, H150 1.088, H151 1.094, H152 1.094
148 C -16.4357 -21.6554 5.5167  C147 1.501, O149 1.448, H153 1.101, H154 1.098
149 O -17.5014 -20.7325 5.1873  C148 1.448, H155 0.960
150 H -15.2140 -20.2024 6.5719  C147 1.088
151 H -14.7744 -20.4263 4.8623  C147 1.094
152 H -14.3316 -21.6342 5.9284  C147 1.094
153 H -16.8357 -22.2041 6.3830  C148 1.101
154 H -16.2827 -22.3725 4.6994  C148 1.098
155 H -18.2623 -21.2440 4.9027  O149 0.960
156 C -14.0916 -21.2483 13.4353  C157 1.496, H159 1.087, H160 1.098, H161 1.095
157 C -15.4352 -21.7417 13.8688  C156 1.496, O158 1.444, H162 1.102, H163 1.097
158 O -15.5359 -23.1775 13.7525  C157 1.444, H164 0.960
159 H -13.8647 -20.1851 13.4438  C156 1.087
160 H -13.8959 -21.5928 12.4115  C156 1.098
161 H -13.2577 -21.7221 13.9627  C156 1.095
162 H -16.1709 -21.3181 13.1665  C157 1.102
163 H -15.7524 -21.4899 14.8879  C157 1.097
164 H -16.4613 -23.4126 13.8540  O158 0.960
165 C -13.0438 -27.3251 10.6058  C166 1.530, H168 1.094, H169 1.096, H170 1.091
166 C -12.2937 -28.4829 9.9446  C165 1.530, O167 1.399, H171 1.086, H172 1.097
167 O -13.1120 -29.2959 9.1532  C166 1.399, H173 0.974
168 H -13.4347 -26.6530 9.8362  C165 1.094
169 H -12.3717 -26.7028 11.2082  C165 1.096
170 H -13.8345 -27.6349 11.2911  C165 1.091
171 H -11.8746 -29.1552 10.6872  C166 1.086
172 H -11.5031 -27.9598 9.3929  C166 1.097
173 H -13.5900 -28.7658 8.4901  O167 0.974
174 C -14.6121 -25.4013 7.0135  C175 1.502, H177 1.096, H178 1.095, H179 1.087
175 C -15.4727 -26.3434 7.8058  C174 1.502, O176 1.445, H180 1.096, H181 1.100
176 O -14.9708 -27.6936 7.6921  C175 1.445, H182 0.958
177 H -14.4833 -25.8043 6.0022  C174 1.096
178 H -13.5867 -25.4453 7.3959  C174 1.095
179 H -14.9927 -24.3831 6.9936  C174 1.087
180 H -16.5112 -26.3797 7.4573  C175 1.096
181 H -15.5076 -26.0227 8.8572  C175 1.100
182 H -15.7218 -28.2734 7.5622  O176 0.958

- gap between HOMO and LUMO (hartree) = 0.334
- HOMO (eV) = -8.61
- LUMO level (Ha) = 0.01738

Least stable = #ii